Record 1
{
  "formula": "C37H20ClN9Pd",
  "method": "ωB97M-V with the def2-TZVPD basis set",
  "species": ["Pd", "C", "C", "C", "C", "C", "N", "C", "N", "C", "C", "C", "C", "C", "C", "C", "C", "N", "C", "N", "C", "N", "C", "N", "C", "N", "C", "C", "C", "C", "C", "C", "C", "C", "C", "C", "C", "C", "N", "C", "C", "H", "H", "H", "H", "H", "H", "H", "H", "H", "H", "H", "H", "H", "H", "H", "H", "Cl", "C", "C", "C", "C", "N", "C", "H", "H", "H", "H"],
  "coordinates": [[-0.187, -0.098, -0.482], [-3.042, 6.505, -0.815], [-4.287, 5.993, -0.475], [-4.472, 4.625, -0.255], [-3.370, 3.815, -0.399], [-3.160, 2.365, -0.239], [-1.835, 2.035, -0.560], [-1.200, 3.169, -0.766], [0.144, 3.395, -0.914], [1.009, 2.647, -0.310], [2.379, 3.051, 0.085], [3.161, 4.123, -0.278], [4.386, 4.271, 0.377], [4.773, 3.403, 1.391], [3.953, 2.348, 1.793], [2.771, 2.176, 1.108], [1.662, 1.225, 1.287], [1.448, 0.440, 2.332], [0.212, -0.041, 2.452], [-0.635, -0.332, 1.453], [-1.926, -0.287, 1.953], [-1.458, -1.616, -1.093], [-2.593, -1.736, -1.205], [-2.902, -0.224, 1.149], [-3.798, 0.202, 0.348], [-4.051, 1.517, 0.133], [-4.639, -0.791, -0.379], [-6.020, -0.721, -0.336], [-6.772, -1.679, -1.006], [-6.157, -2.681, -1.742], [-4.774, -2.741, -1.828], [-4.021, -1.804, -1.135], [-1.869, -0.259, 3.423], [-2.838, -0.304, 4.399], [-2.403, -0.230, 5.725], [-1.057, -0.100, 6.036], [-0.080, -0.033, 5.037], [-0.512, -0.130, 3.736], [0.753, 1.441, 0.309], [-2.123, 4.329, -0.741], [-1.925, 5.674, -0.949], [-2.935, 7.569, -0.978], [-5.127, 6.666, -0.378], [-5.441, 4.226, 0.014], [2.842, 4.819, -1.042], [5.042, 5.084, 0.098], [5.723, 3.557, 1.885], [4.236, 1.691, 2.605], [-6.501, 0.068, 0.226], [-7.852, -1.636, -0.955], [-6.756, -3.413, -2.266], [-4.284, -3.497, -2.426], [-3.889, -0.397, 4.161], [-3.130, -0.274, 6.524], [-0.758, -0.044, 7.073], [0.968, 0.083, 5.275], [-0.952, 6.068, -1.207], [4.028, 0.367, -4.116], [2.338, 0.506, -3.863], [1.491, 0.938, -4.871], [0.136, 1.032, -4.599], [-0.327, 0.701, -3.341], [0.501, 0.284, -2.376], [1.811, 0.183, -2.624], [1.889, 1.193, -5.844], [-0.559, 1.364, -5.356], [-1.373, 0.775, -3.078], [2.449, -0.163, -1.823]],
  "forces_ev_per_a": [[-0.1, -0.1, 0.1], [0.0, 0.0, 0.0], [0.0, 0.0, 0.0], [0.0, 0.0, 0.0], [0.0, 0.0, 0.1], [0.0, 0.0, -0.2], [0.0, 0.0, 0.1], [0.0, 0.0, -0.1], [0.0, 0.0, 0.0], [0.0, 0.1, 0.0], [0.0, 0.0, 0.0], [0.0, 0.0, 0.0], [0.0, 0.0, 0.0], [0.0, 0.0, 0.0], [0.0, 0.0, 0.0], [0.0, 0.0, 0.0], [0.0, 0.0, 0.0], [-0.1, 0.0, 0.0], [0.1, 0.0, 0.0], [-0.1, 0.0, 0.0], [0.3, 0.0, -0.3], [0.0, 0.3, -0.2], [0.0, -0.6, 0.2], [-0.5, -0.1, 0.5], [0.2, 0.1, -0.2], [0.0, 0.0, 0.0], [0.0, 0.0, 0.0], [0.0, 0.0, 0.0], [0.0, 0.0, 0.0], [0.0, 0.0, 0.0], [0.0, 0.0, 0.0], [0.0, 0.3, 0.0], [0.0, 0.0, 0.0], [0.0, 0.0, 0.0], [0.0, 0.0, 0.0], [0.0, 0.0, 0.0], [0.0, 0.0, 0.0], [0.0, 0.0, 0.0], [0.1, 0.1, 0.0], [0.0, 0.0, 0.0], [0.0, 0.0, 0.0], [0.0, 0.0, 0.0], [0.0, 0.0, 0.0], [0.0, 0.0, 0.0], [0.0, 0.0, 0.0], [0.0, 0.0, 0.0], [0.0, 0.0, 0.0], [0.0, 0.0, 0.0], [0.0, 0.0, 0.0], [0.0, 0.0, 0.0], [0.0, 0.0, 0.0], [0.0, 0.0, 0.0], [0.0, 0.0, 0.0], [0.0, 0.0, 0.0], [0.0, 0.0, 0.0], [0.0, 0.0, 0.0], [0.0, 0.0, 0.0], [0.0, 0.0, 0.0], [0.0, 0.0, 0.0], [0.0, 0.0, 0.0], [0.0, 0.0, 0.0], [0.0, 0.0, 0.0], [0.0, 0.0, 0.0], [0.0, 0.0, 0.0], [0.0, 0.0, 0.0], [0.0, 0.0, 0.0], [0.0, 0.0, 0.0], [0.0, 0.0, 0.0]],
  "lowdin_charge": [0.99, -0.03, -0.03, 0.02, -0.11, -0.21, 0.15, -0.23, 0.22, -0.24, -0.10, 0.02, -0.03, -0.03, 0.02, -0.10, -0.22, 0.23, -0.21, 0.03, -0.17, 0.13, -0.06, 0.28, -0.23, 0.25, -0.09, 0.01, -0.01, -0.02, 0.01, -0.15, -0.09, 0.03, -0.02, -0.02, 0.03, -0.09, -0.02, -0.11, 0.02, 0.12, 0.12, 0.12, 0.13, 0.12, 0.12, 0.13, 0.13, 0.13, 0.13, 0.13, 0.13, 0.12, 0.12, 0.13, 0.12, 0.76, -0.64, -0.04, -0.02, -0.12, -0.09, -0.14, 0.13, 0.12, 0.10, 0.12],
  "lumo_energy_ev": -7.1,
  "total_energy_ev": -68093.611,
  "total_charge": 2,
  "e_above_lowest_kj_mol": 0.0,
  "mol_weight_g_mol": 732.503,
  "gap_ev": 7.126,
  "homo_ha": -0.524
}


Record 2
{
  "formula": "C37H21Cl5F3N7O11S2W",
  "method": "ωB97M-V with the def2-TZVPD basis set",
  "species": ["W", "O", "C", "O", "C", "C", "Cl", "N", "N", "C", "C", "O", "O", "C", "C", "C", "C", "C", "C", "H", "H", "H", "H", "H", "H", "O", "C", "C", "C", "C", "C", "C", "C", "N", "C", "C", "N", "H", "H", "H", "H", "H", "H", "H", "Cl", "C", "C", "Cl", "C", "Cl", "C", "O", "C", "O", "C", "Cl", "F", "C", "F", "F", "C", "O", "O", "N", "C", "C", "C", "C", "C", "C", "S", "O", "O", "N", "C", "S", "C", "C", "N", "H", "H", "H", "H", "H", "H", "H", "H"],
  "coordinates": [[0.609, 1.521, -0.917], [-0.504, 0.966, -6.924], [-1.336, 0.157, -6.315], [-2.082, -0.578, -6.909], [-1.310, 0.146, -4.808], [-2.103, -0.678, -4.003], [-3.303, -1.775, -4.436], [-1.778, -0.447, -2.712], [-0.818, 0.487, -2.629], [-0.521, 0.853, -3.878], [0.582, 1.878, -4.025], [0.874, 2.310, -5.130], [1.146, 2.162, -2.917], [-2.321, -1.033, -1.537], [-2.937, -0.201, -0.611], [-3.451, -0.742, 0.554], [-3.373, -2.107, 0.769], [-2.770, -2.935, -0.164], [-2.230, -2.403, -1.323], [0.058, 1.547, -6.332], [-3.038, 0.854, -0.819], [-3.918, -0.101, 1.286], [-3.795, -2.529, 1.666], [-2.720, -3.999, 0.017], [-1.756, -3.041, -2.053], [2.437, 1.132, -1.233], [3.493, 0.455, -0.797], [4.472, 0.032, -1.703], [5.540, -0.730, -1.280], [5.642, -1.114, 0.052], [4.710, -0.677, 0.971], [3.637, 0.129, 0.574], [2.724, 0.748, 1.509], [1.627, 1.428, 1.149], [1.165, 2.033, 2.294], [1.964, 1.691, 3.339], [2.942, 0.894, 2.830], [4.357, 0.330, -2.735], [6.289, -1.039, -1.993], [6.464, -1.737, 0.371], [4.797, -0.984, 2.001], [0.307, 2.680, 2.281], [1.889, 1.924, 4.379], [3.659, 0.426, 3.361], [-4.202, 4.443, 2.733], [-3.259, 3.987, 1.379], [-3.276, 4.765, 0.223], [-4.227, 6.187, 0.168], [-2.507, 4.412, -0.890], [-2.538, 5.353, -2.319], [-1.668, 3.297, -0.815], [-0.857, 2.846, -1.750], [-1.662, 2.511, 0.366], [-0.809, 1.470, 0.283], [-2.464, 2.837, 1.451], [-2.425, 1.845, 2.858], [1.872, 6.308, -0.223], [2.105, 5.337, 0.661], [3.208, 5.663, 1.338], [1.096, 5.348, 1.552], [2.205, 3.925, -0.012], [3.270, 3.367, -0.116], [1.059, 3.472, -0.349], [-3.027, -6.110, 3.546], [-2.241, -5.020, 3.314], [-2.634, -3.747, 3.751], [-1.816, -2.654, 3.552], [-0.596, -2.812, 2.918], [-0.179, -4.063, 2.502], [-0.995, -5.159, 2.689], [0.431, -1.386, 2.652], [1.826, -1.768, 2.715], [0.008, -0.353, 3.549], [0.119, -0.854, 1.123], [0.793, -1.322, 0.127], [1.789, -2.764, 0.107], [2.105, -2.500, -1.582], [1.495, -1.383, -2.011], [0.757, -0.696, -1.062], [-3.974, -5.973, 3.852], [-2.815, -6.975, 3.082], [-3.583, -3.635, 4.257], [-2.094, -1.671, 3.896], [0.795, -4.176, 2.055], [-0.671, -6.138, 2.369], [2.723, -3.167, -2.146], [1.540, -0.983, -3.015]],
  "forces_ev_per_a": [[0.6, 0.9, -2.8], [0.4, 0.5, -0.3], [-0.1, -0.2, 0.6], [0.0, 0.0, 0.0], [-0.1, -0.1, 0.1], [0.5, 0.5, -0.3], [-0.1, -0.1, 0.1], [0.3, 0.0, 0.0], [0.7, 0.6, -1.0], [-0.1, -0.1, 0.5], [-1.0, -0.7, -0.4], [0.2, 0.1, 0.3], [0.2, 0.0, 1.3], [-0.4, -0.2, 0.7], [0.0, -0.2, -0.3], [0.0, 0.0, -0.1], [-0.1, 0.1, 0.0], [0.0, 0.0, 0.0], [0.0, 0.2, 0.0], [-0.3, -0.3, 0.1], [0.0, 0.0, -0.1], [-0.1, 0.1, 0.0], [0.0, -0.1, 0.0], [0.0, -0.1, 0.0], [0.1, 0.0, -0.1], [0.2, 0.3, -0.6], [0.6, -0.6, 1.1], [-0.3, 0.4, 0.0], [-0.2, 0.1, 0.0], [0.0, 0.0, 0.1], [-0.2, 0.1, -0.2], [0.1, 0.0, -0.8], [0.0, 0.3, -0.5], [0.2, -0.4, 0.1], [-0.1, 0.3, 0.1], [-0.4, 0.5, -0.3], [0.0, 0.0, -0.6], [0.0, 0.0, -0.1], [0.0, 0.0, -0.1], [0.0, 0.0, 0.1], [0.0, 0.0, 0.2], [-0.1, -0.1, 0.1], [0.0, 0.1, 0.2], [-0.1, 0.0, -0.1], [-0.1, 0.0, 0.2], [0.1, -0.3, 0.0], [0.2, -0.2, -0.2], [-0.1, 0.1, 0.0], [0.2, -0.1, 0.1], [0.1, 0.0, -0.2], [-0.2, -0.6, 0.8], [0.4, 0.0, 0.8], [-0.9, 1.2, -0.6], [0.1, 0.4, 0.7], [0.2, -0.2, 0.0], [0.1, 0.0, -0.1], [-0.1, -0.1, -0.3], [-0.1, 0.1, 0.3], [0.1, -0.3, -0.3], [-0.2, -0.1, -0.1], [2.1, 0.3, 0.6], [-0.2, 0.8, 0.2], [-1.6, -1.5, -0.7], [-0.2, -0.3, 0.1], [0.3, 0.4, 0.0], [0.1, -0.1, 0.0], [0.0, 0.0, 0.1], [0.4, 0.6, 0.0], [0.0, -0.1, 0.0], [-0.1, 0.0, 0.0], [-0.1, 0.1, -0.9], [0.0, -0.6, 0.2], [-0.5, -0.1, 0.2], [-0.5, -0.6, 1.8], [-0.1, -0.7, 0.4], [0.2, 0.0, -0.7], [-0.5, 0.3, 0.1], [0.2, 0.0, -0.5], [0.0, 0.4, 1.2], [0.0, -0.1, -0.1], [-0.1, 0.0, 0.0], [-0.1, 0.0, 0.1], [-0.1, 0.1, 0.0], [0.1, -0.1, 0.0], [0.1, -0.1, 0.0], [0.1, -0.1, -0.2], [0.1, 0.0, 0.0]],
  "lowdin_charge": [2.18, 0.14, -0.51, 0.09, -0.02, -0.57, 0.85, -0.03, 0.05, -0.10, -0.51, 0.10, -0.09, -0.22, 0.00, -0.05, -0.07, -0.05, -0.03, 0.08, 0.12, 0.09, 0.09, 0.11, 0.12, -0.26, -0.28, 0.01, -0.06, -0.07, -0.02, -0.08, -0.26, 0.01, -0.10, -0.04, 0.16, 0.13, 0.11, 0.11, 0.11, 0.10, 0.13, 0.17, 0.69, -0.70, -0.70, 0.71, -0.61, 0.74, -0.35, -0.17, -0.34, -0.25, -0.60, 0.77, 0.17, -0.53, 0.16, 0.14, -0.48, 0.15, -0.10, 0.12, -0.32, -0.04, -0.07, -0.29, -0.08, -0.02, 0.61, -0.35, -0.31, -0.08, -0.71, 1.10, -0.35, -0.23, -0.12, 0.10, 0.10, 0.11, 0.11, 0.06, 0.11, 0.07, 0.12],
  "lumo_energy_ev": -2.7,
  "total_energy_ev": -165927.329,
  "e_above_lowest_kj_mol": 197.6,
  "mol_weight_g_mol": 1221.846,
  "gap_ev": 5.555,
  "homo_ha": -0.305
}


Record 3
{
  "formula": "C37H22Br2Cl5F8P2RuSi",
  "method": "ωB97M-V with the def2-TZVPD basis set",
  "species": ["Ru", "F", "C", "C", "F", "C", "F", "C", "P", "C", "C", "C", "C", "C", "C", "C", "C", "C", "C", "C", "C", "C", "Br", "C", "F", "H", "H", "H", "H", "H", "H", "H", "H", "H", "H", "F", "C", "C", "F", "C", "F", "C", "P", "C", "C", "C", "C", "C", "C", "C", "C", "C", "C", "C", "C", "C", "Br", "C", "F", "H", "H", "H", "H", "H", "H", "H", "H", "H", "H", "Cl", "Si", "Cl", "Cl", "Cl", "C", "Cl", "H", "H"],
  "coordinates": [[0.177, 1.020, -1.149], [7.333, 1.212, -1.327], [6.093, 0.827, -1.127], [5.819, -0.333, -0.427], [6.804, -1.072, 0.041], [4.504, -0.726, -0.231], [4.327, -1.885, 0.391], [3.416, 0.017, -0.683], [1.688, -0.562, -0.333], [1.737, -1.009, 1.427], [1.410, -0.035, 2.370], [1.488, -0.302, 3.727], [1.864, -1.566, 4.158], [2.160, -2.553, 3.230], [2.103, -2.281, 1.872], [1.630, -2.081, -1.308], [0.809, -3.146, -0.940], [0.643, -4.224, -1.797], [1.287, -4.242, -3.028], [2.101, -3.181, -3.400], [2.270, -2.101, -2.546], [3.737, 1.150, -1.431], [2.421, 2.172, -2.321], [5.038, 1.560, -1.646], [5.294, 2.646, -2.362], [1.036, 0.922, 2.050], [1.235, 0.468, 4.443], [1.921, -1.784, 5.217], [2.453, -3.541, 3.563], [2.369, -3.056, 1.170], [0.304, -3.149, 0.017], [0.016, -5.054, -1.500], [1.158, -5.086, -3.693], [2.610, -3.195, -4.355], [2.903, -1.277, -2.857], [-5.405, -3.027, -2.490], [-4.594, -2.167, -1.914], [-4.984, -1.513, -0.753], [-6.168, -1.756, -0.230], [-4.121, -0.611, -0.151], [-4.522, -0.004, 0.959], [-2.869, -0.339, -0.684], [-1.678, 0.739, 0.176], [-1.648, -0.071, 1.791], [-2.062, 0.506, 2.987], [-2.098, -0.264, 4.143], [-1.749, -1.604, 4.107], [-1.370, -2.194, 2.905], [-1.322, -1.429, 1.756], [-2.536, 2.336, 0.267], [-3.495, 2.625, -0.709], [-4.148, 3.846, -0.713], [-3.854, 4.795, 0.256], [-2.899, 4.522, 1.224], [-2.237, 3.304, 1.229], [-2.515, -1.002, -1.843], [-0.841, -0.655, -2.674], [-3.349, -1.905, -2.466], [-2.976, -2.522, -3.580], [-2.394, 1.531, 3.031], [-2.425, 0.187, 5.071], [-1.792, -2.198, 5.011], [-1.123, -3.247, 2.868], [-1.055, -1.893, 0.811], [-3.751, 1.891, -1.463], [-4.897, 4.052, -1.466], [-4.372, 5.745, 0.260], [-2.669, 5.257, 1.983], [-1.485, 3.123, 1.983], [3.795, 4.378, 0.127], [2.822, 3.007, 1.236], [2.546, 3.603, 3.147], [0.818, 2.877, 0.454], [-0.991, 2.862, -2.729], [-0.574, 3.200, -4.461], [0.471, 2.074, -5.260], [-0.110, 4.178, -4.449], [-1.536, 3.211, -4.959]],
  "forces_ev_per_a": [[0.9, 0.5, 0.3], [0.0, 0.0, 0.0], [0.1, 0.0, 0.0], [0.1, 0.0, 0.0], [0.0, 0.0, 0.0], [0.0, 0.0, 0.0], [0.0, 0.0, 0.0], [0.0, 0.0, 0.0], [0.0, 0.1, 0.2], [0.0, 0.0, 0.0], [0.0, -0.1, 0.0], [0.0, 0.0, 0.0], [0.0, 0.0, 0.0], [0.0, 0.0, 0.0], [0.0, 0.0, 0.0], [0.0, 0.0, 0.0], [0.0, -0.1, 0.0], [0.0, 0.0, 0.0], [0.0, 0.0, 0.0], [0.0, 0.0, 0.0], [0.0, 0.0, 0.0], [-0.1, 0.1, 0.0], [-0.5, -0.6, -0.3], [0.0, 0.1, -0.1], [0.0, 0.0, 0.0], [0.0, 0.1, 0.0], [0.0, 0.0, 0.0], [0.0, 0.0, 0.0], [0.0, 0.0, 0.0], [0.0, 0.0, 0.0], [0.0, 0.0, 0.0], [0.0, 0.0, 0.0], [0.0, 0.0, 0.0], [0.0, 0.0, 0.0], [0.0, 0.0, 0.0], [0.0, 0.0, 0.0], [0.0, 0.0, 0.0], [0.0, 0.0, 0.0], [0.0, 0.0, 0.0], [0.0, 0.0, 0.0], [0.0, 0.0, 0.0], [0.1, 0.0, -0.1], [-0.2, -0.1, -0.1], [-0.1, -0.1, 0.0], [0.1, -0.1, 0.0], [0.0, 0.0, 0.0], [0.0, 0.0, 0.0], [0.0, 0.0, 0.0], [0.0, 0.0, 0.0], [0.0, -0.1, 0.0], [-0.1, 0.0, 0.1], [0.0, 0.0, 0.0], [0.0, 0.0, 0.0], [0.0, 0.0, 0.0], [0.0, 0.0, -0.1], [0.0, 0.1, 0.0], [0.1, 0.1, -0.3], [0.0, 0.0, -0.1], [0.0, 0.0, 0.0], [0.0, 0.0, 0.0], [0.0, 0.0, 0.0], [0.0, 0.0, 0.0], [0.0, 0.0, 0.0], [0.0, 0.0, 0.1], [0.0, 0.0, 0.0], [0.0, 0.0, 0.0], [0.0, 0.0, 0.0], [0.0, 0.0, 0.0], [0.0, 0.0, 0.0], [0.1, 0.2, 0.0], [0.0, -0.2, 0.2], [0.0, 0.0, 0.0], [-0.2, 0.0, -0.2], [-0.1, 0.0, 0.4], [-0.2, 0.3, -0.1], [0.2, -0.4, 0.1], [0.0, 0.0, 0.0], [0.0, 0.0, 0.0]],
  "lowdin_charge": [0.09, 0.19, -0.12, -0.12, 0.18, -0.19, 0.13, -0.30, 0.99, -0.35, -0.15, -0.06, -0.04, -0.04, -0.09, -0.43, -0.12, -0.05, -0.04, -0.05, -0.11, -0.60, 0.86, -0.28, 0.10, 0.01, 0.12, 0.12, 0.12, 0.11, 0.09, 0.12, 0.12, 0.12, 0.11, 0.18, -0.12, -0.11, 0.18, -0.20, 0.14, -0.31, 0.96, -0.35, -0.06, -0.05, -0.05, -0.05, -0.11, -0.38, -0.13, -0.05, -0.04, -0.05, -0.14, -0.49, 0.99, -0.24, 0.12, 0.10, 0.12, 0.12, 0.12, 0.09, 0.10, 0.12, 0.12, 0.12, 0.08, 0.36, -0.42, 0.33, 0.29, 0.56, -0.93, 0.58, 0.04, 0.04],
  "lumo_energy_ev": [-6.2, -7.4],
  "spin_multiplicity": 2,
  "total_energy_ev": -292188.877,
  "total_charge": 2,
  "s2": 0.752,
  "e_above_lowest_kj_mol": 91.1,
  "mol_weight_g_mol": 1146.744,
  "gap_ev": [7.801, 6.758],
  "homo_ha": [-0.516, -0.522]
}